Density functional theory data (wB97M-V/def2-TZVPD) for a cluster of 2 separate species, C38H16F19OSi in total in a non-equilibrium geometry.

Values from the calculation:
- E_HOMO: -0.3666 Ha
- Strongest force on any atom: 0.0647 Eh/bohr
- Multiplicity: 1
- Calculated total energy: -3719.4921 hartree
- Frontier orbital gap: 3.47 eV
- Charge: +1

Geometry as XYZ:
```
75
Properties=species:S:1:pos:R:3:forces:R:3
F 5.439 6.659 -1.779 -1.9 0.0 -0.1
C 4.060 6.688 -1.867 1.1 -0.3 0.2
C 3.475 7.736 -2.578 -0.5 -0.6 0.3
C 2.078 7.717 -2.644 -0.5 0.8 -0.6
F 1.461 8.728 -3.348 0.7 -1.4 1.0
C 1.295 6.736 -2.048 -0.1 -0.5 0.3
C 1.904 5.661 -1.335 1.0 1.0 -0.6
C 1.133 4.613 -0.722 0.3 0.3 -0.2
C 1.727 3.489 -0.176 0.1 -0.2 -0.2
C 1.072 2.585 0.645 -0.1 0.1 -0.3
C 1.736 1.521 1.317 0.8 -1.0 0.7
C 0.966 0.446 1.838 0.0 0.4 -0.3
C 1.606 -0.654 2.382 -0.6 -0.9 0.5
F 0.833 -1.700 2.839 1.1 1.4 -0.6
C 2.996 -0.742 2.498 -0.5 0.4 -0.2
C 3.735 0.353 2.041 1.1 0.2 0.0
F 5.107 0.302 2.172 -1.8 0.1 -0.2
C 3.157 1.477 1.468 -0.3 -0.2 -0.2
C 3.330 5.679 -1.245 -0.1 0.0 -0.2
H 4.070 8.514 -3.043 -0.1 -0.1 0.0
H 0.209 6.763 -2.124 0.2 0.2 -0.1
H 0.053 4.749 -0.703 0.1 -0.1 0.2
H 2.768 3.289 -0.439 -0.3 0.2 0.4
H -0.011 2.647 0.769 0.2 0.1 0.0
H -0.122 0.493 1.760 0.3 -0.2 0.1
H 3.474 -1.616 2.925 0.0 0.1 0.0
H 3.774 2.313 1.131 -0.1 -0.4 0.2
H 3.861 4.910 -0.685 0.0 0.4 -0.2
F -5.983 5.793 0.246 0.0 -0.6 0.7
C -6.013 4.857 1.212 0.0 0.0 -0.2
C -5.026 4.827 2.199 0.2 0.1 0.1
F -4.043 5.745 2.188 -0.4 -0.2 0.0
C -5.043 3.829 3.169 0.0 -0.2 0.2
F -4.120 3.870 4.169 -0.4 -0.1 -0.9
C -5.983 2.797 3.157 0.4 1.2 0.0
Si -5.898 1.246 4.168 -0.8 -1.6 -1.4
C -4.488 0.751 5.271 0.8 0.4 0.5
C -4.648 0.270 6.575 -0.4 0.3 0.2
F -5.824 0.471 7.227 0.9 -0.5 -0.5
C -3.613 -0.335 7.286 -0.2 -0.1 0.5
F -3.840 -0.821 8.519 0.2 0.3 -0.8
C -2.334 -0.393 6.739 0.3 -0.1 0.3
F -1.313 -0.919 7.454 -1.0 0.5 -0.8
C -2.115 0.162 5.478 0.1 0.2 -0.4
F -0.876 0.166 4.946 -0.5 0.0 0.2
C -3.181 0.726 4.776 0.0 0.1 -0.3
F -2.934 1.304 3.555 -0.1 -0.7 1.0
C -7.556 1.069 5.002 -0.2 0.2 0.6
C -8.061 2.150 5.718 0.1 0.1 0.1
F -7.274 3.254 5.871 -0.6 -0.6 -0.2
C -9.286 2.115 6.368 0.0 0.3 0.3
F -9.678 3.160 7.117 0.0 -0.5 -0.4
C -10.058 0.952 6.312 -0.2 0.1 0.4
F -11.207 0.868 7.010 0.9 0.1 -0.7
C -9.568 -0.156 5.624 -0.2 -0.6 0.0
F -10.266 -1.311 5.641 0.5 0.8 0.0
C -8.320 -0.091 5.006 0.3 -0.5 0.0
F -7.778 -1.237 4.502 -0.7 0.8 0.3
O -5.925 0.161 2.899 -0.3 2.6 1.4
C -5.537 -0.913 2.271 2.5 -2.1 -0.7
C -4.292 -1.519 2.215 -2.3 1.0 0.8
C -4.511 -2.917 1.760 -0.1 -1.0 -0.5
C -5.837 -2.852 0.949 0.1 -0.2 -0.3
C -6.584 -1.614 1.457 -0.2 -0.1 0.1
C -6.998 2.901 2.205 -0.5 -0.4 -0.1
F -8.027 2.009 2.223 0.9 0.7 -0.2
C -7.015 3.888 1.223 -0.4 -0.1 -0.4
F -7.967 3.884 0.264 0.7 0.1 0.8
H -3.372 -1.194 2.690 -0.3 0.1 0.0
H -3.688 -3.377 1.201 -0.1 0.2 -0.1
H -4.665 -3.593 2.624 0.1 0.3 -0.2
H -5.652 -2.725 -0.124 0.2 -0.2 0.2
H -6.420 -3.763 1.078 0.0 0.0 -0.1
H -7.488 -1.851 2.044 0.4 0.1 -0.1
H -6.898 -0.951 0.637 0.0 -0.1 0.2
```
Forces are in eV/Å.